Record 1
74
Properties=species:S:1:pos:R:3:forces:R:3 method="wB97M-V/def2-TZVPD" largest_force_ha_per_bohr=0.01669 e_lumo_ha=0.0118 de_lowest_kj_mol=0.0 homo_ha=-0.339 smiles="CCCC[C@@](CCO)(OCCC(=O)Cl)[C@@H](N)N=C=O.COC[C@@H](C)N.COC[C@@H](C)N" homo_lumo_gap_ev=9.55
C -1.601 3.664 -0.533 -0.038 0.100 0.046
C -1.698 3.625 -2.066 0.514 -0.361 0.263
C -1.888 2.196 -2.628 -0.456 0.379 -0.270
C -0.797 1.717 -3.600 -0.088 0.314 0.355
C 0.467 1.112 -2.984 -0.216 -0.248 -0.389
C 1.507 0.848 -4.088 -0.175 -0.091 -0.170
C 0.992 0.175 -5.379 0.681 0.006 -0.116
O 1.913 -0.830 -5.820 -0.184 0.049 0.057
O 0.944 2.083 -2.042 0.132 -0.043 -0.063
C 2.306 2.002 -1.679 -0.060 0.230 0.435
C 2.460 2.770 -0.350 0.510 -0.165 -0.167
C 3.790 3.468 -0.340 -0.085 0.411 0.016
O 3.983 4.619 -0.525 0.035 -0.119 0.026
Cl 5.172 2.366 -0.061 0.046 -0.171 -0.004
C 0.227 -0.204 -2.192 0.547 -0.005 0.423
N -0.422 0.044 -0.910 0.014 -0.417 0.155
N -0.536 -1.193 -2.948 -0.388 -0.018 0.078
C -1.746 -1.256 -2.828 0.447 0.733 0.016
O -2.903 -1.284 -2.759 -0.316 -0.483 -0.084
H -0.560 3.644 -0.208 -0.007 -0.089 0.002
H -2.046 4.568 -0.115 0.017 0.016 -0.029
H -2.096 2.807 -0.071 -0.058 0.033 -0.006
H -0.757 4.007 -2.468 -0.132 0.236 -0.068
H -2.496 4.285 -2.407 -0.039 -0.062 -0.039
H -2.035 1.501 -1.805 0.112 -0.090 -0.069
H -2.823 2.189 -3.196 0.003 -0.075 0.020
H -1.249 1.027 -4.311 0.155 -0.164 0.048
H -0.467 2.581 -4.186 -0.004 -0.041 -0.057
H 2.295 0.189 -3.719 0.026 0.089 0.083
H 1.966 1.800 -4.365 -0.003 0.031 0.110
H 0.926 0.925 -6.170 -0.437 0.016 0.048
H 0.041 -0.325 -5.245 -0.018 -0.009 0.006
H 2.612 -0.389 -6.308 0.101 -0.064 -0.020
H 2.633 0.971 -1.521 0.055 -0.004 -0.159
H 2.945 2.472 -2.433 -0.046 -0.143 -0.122
H 1.707 3.549 -0.265 -0.129 -0.115 0.002
H 2.449 2.073 0.488 -0.317 0.114 0.085
H 1.215 -0.650 -2.032 -0.013 -0.107 -0.173
H 0.135 0.678 -0.347 -0.117 0.250 -0.165
H -0.413 -0.833 -0.395 -0.075 0.009 0.001
C -1.421 0.173 2.778 0.013 0.086 0.034
O -2.445 0.556 1.886 0.027 -0.029 0.013
C -3.136 -0.509 1.262 -0.063 0.057 -0.249
C -4.270 -1.118 2.093 0.067 0.040 0.218
C -3.788 -2.026 3.220 -0.018 -0.092 -0.012
N -5.163 -0.101 2.654 0.050 0.083 -0.149
H -0.913 -0.735 2.434 0.015 -0.018 0.044
H -1.804 0.017 3.790 0.055 -0.109 0.003
H -0.694 0.986 2.819 -0.013 0.016 -0.044
H -3.563 -0.077 0.353 0.004 0.019 0.008
H -2.425 -1.284 0.941 -0.018 -0.042 0.068
H -4.862 -1.731 1.406 0.030 0.021 -0.055
H -3.405 -1.454 4.065 0.021 0.028 -0.025
H -4.614 -2.633 3.590 -0.017 0.036 0.016
H -3.001 -2.701 2.876 0.007 0.010 0.003
H -5.578 0.438 1.900 -0.075 -0.061 0.007
H -4.592 0.571 3.160 -0.019 -0.042 0.066
C 3.277 -1.344 2.428 -0.080 0.111 -0.040
O 2.079 -1.960 1.994 0.042 0.006 -0.015
C 2.073 -3.377 2.039 -0.098 -0.136 -0.087
C 1.765 -3.971 3.420 0.080 0.152 0.124
C 2.931 -3.896 4.400 0.045 -0.090 0.018
N 0.587 -3.351 4.036 0.005 0.025 -0.265
H 4.153 -1.943 2.163 0.007 -0.009 0.019
H 3.275 -1.164 3.505 0.059 -0.054 0.011
H 3.349 -0.379 1.927 0.007 -0.011 -0.030
H 1.280 -3.683 1.351 -0.021 0.047 0.006
H 3.016 -3.773 1.639 0.038 0.021 0.072
H 1.537 -5.029 3.261 -0.013 0.009 -0.074
H 3.058 -2.891 4.801 -0.010 0.017 -0.030
H 2.749 -4.560 5.245 -0.035 0.027 0.012
H 3.867 -4.199 3.927 0.000 0.014 -0.005
H -0.215 -3.496 3.429 -0.061 -0.069 0.104
H 0.737 -2.345 4.018 -0.029 0.004 0.129

---

Record 2
36
Properties=species:S:1:pos:R:3:forces:R:3 method="wB97M-V/def2-TZVPD" largest_force_ha_per_bohr=0.05141 e_lumo_ha="-0.0018 / -0.1779" de_lowest_kj_mol=196.9 homo_ha="-0.368 / -0.367" spin_multiplicity=2 s2=0.757 homo_lumo_gap_ev="9.95 / 5.13"
O -0.063 2.243 -1.778 0.440 -0.694 0.583
C -0.457 1.678 -0.792 -0.358 1.483 -1.303
C 0.250 0.457 -0.171 0.894 -2.309 -0.927
C 1.733 0.765 0.072 0.555 0.130 0.803
C 1.957 0.977 1.589 0.492 0.844 -0.668
N 0.233 -0.609 -1.182 -0.868 2.031 -0.655
C -1.097 -1.174 -1.517 -1.708 -0.466 -0.042
O -2.062 -0.188 -1.524 1.195 0.511 0.475
H -1.356 2.078 -0.322 -0.259 -0.446 0.571
H -0.291 0.052 0.699 0.055 0.761 -0.323
H 2.440 -0.030 -0.291 -0.932 0.400 0.275
H 2.008 1.665 -0.499 -0.091 -0.215 0.253
H 1.325 1.813 1.960 0.662 -0.441 -0.264
H 1.690 0.094 2.172 0.574 0.316 -0.317
H 3.043 1.186 1.646 -0.614 0.026 0.663
H 0.757 -0.320 -2.020 0.094 -0.107 0.308
H -1.137 -1.530 -2.570 0.774 -0.625 0.932
H -1.310 -1.890 -0.707 0.056 -0.358 -0.628
H 0.387 -0.061 -4.001 -0.295 0.925 0.304
H 1.342 1.249 -3.630 -0.996 0.027 0.404
O 1.170 0.470 -4.161 1.119 -0.943 -0.691
H -1.383 -1.789 2.998 0.096 0.276 -0.485
H -1.849 -0.330 2.469 0.260 -1.021 0.514
O -1.921 -1.014 3.175 -0.823 0.710 0.232
H 0.545 -1.528 1.413 0.053 0.214 0.082
H 0.432 -0.887 2.842 -0.306 0.106 -0.192
O 0.528 -1.710 2.353 0.348 -1.045 0.211
H -1.451 1.849 2.889 0.204 0.076 -0.051
H -1.988 1.328 1.488 0.912 -0.204 0.750
O -1.105 1.580 2.029 -1.159 0.144 -0.285
H 1.822 -2.212 -1.257 0.901 -1.020 -0.809
H 2.270 -1.975 -2.667 0.339 -0.221 -0.341
O 2.351 -2.650 -1.981 -1.115 1.168 1.072
H -2.391 0.085 -0.488 -1.130 0.219 0.616
H -3.467 -0.200 1.066 0.014 0.251 0.077
O -2.958 0.530 0.696 0.618 -0.504 -1.142

---

Record 3
9
Properties=species:S:1:pos:R:3:forces:R:3 method="wB97M-V/def2-TZVPD" largest_force_ha_per_bohr=0.05505 e_lumo_ha=0.0339 de_lowest_kj_mol=257.7 homo_ha=-0.392 smiles=C#CF.C homo_lumo_gap_ev=11.58
C 0.225 1.237 2.104 -0.846 0.709 1.590
C 0.961 0.934 1.235 0.603 -0.337 0.002
F 1.847 0.505 0.445 0.562 -0.155 -0.954
H -0.232 1.572 3.014 -0.210 -0.110 -0.513
C -0.547 -0.912 -1.323 -0.898 2.620 -0.587
H 0.334 -0.611 -0.773 0.068 0.202 -0.226
H -0.746 -1.930 -1.095 -0.791 -0.619 -0.019
H -0.484 -0.670 -2.376 1.099 -0.939 -0.625
H -1.359 -0.124 -1.230 0.413 -1.371 1.332

---

Record 4
34
Properties=species:S:1:pos:R:3:forces:R:3 method="wB97M-V/def2-TZVPD" largest_force_ha_per_bohr=0.02154 e_lumo_ha=0.0279 de_lowest_kj_mol=52.9 homo_ha=-0.318 smiles=CCc1ccc(O)cc1.Cc1ccccc1 homo_lumo_gap_ev=9.40
C -4.497 0.657 -0.679 0.347 -0.549 -0.876
C -3.738 1.397 0.392 0.072 0.319 0.237
C -2.535 0.665 0.953 -0.621 -0.170 -0.081
C -2.093 0.955 2.235 0.147 -0.245 0.478
C -1.013 0.284 2.813 -0.332 0.517 -0.099
C -0.337 -0.655 2.069 -0.414 -0.587 -0.115
O 0.633 -1.480 2.618 0.549 0.645 -0.129
C -0.734 -0.909 0.756 1.047 0.360 0.039
C -1.849 -0.295 0.208 0.742 0.468 0.392
H -3.908 0.496 -1.591 0.029 0.126 0.155
H -5.407 1.139 -1.012 -0.189 0.350 0.174
H -4.767 -0.339 -0.338 -0.092 -0.141 0.171
H -3.401 2.384 0.067 -0.024 0.032 -0.339
H -4.444 1.623 1.185 0.003 -0.064 0.416
H -2.634 1.659 2.863 0.033 0.051 -0.265
H -0.711 0.543 3.819 0.027 -0.200 0.109
H 1.402 -0.948 2.877 -0.326 -0.235 -0.007
H 0.043 -1.399 0.167 -0.696 -0.567 -0.109
H -2.076 -0.471 -0.827 -0.221 -0.098 -0.220
C 1.360 1.166 -1.988 0.332 -0.963 0.139
C 2.292 0.065 -1.503 0.249 0.261 -0.061
C 3.063 0.366 -0.378 -0.454 -0.253 0.689
C 3.984 -0.529 0.140 -0.181 0.073 -0.599
C 4.246 -1.686 -0.580 0.167 -0.739 0.322
C 3.460 -2.039 -1.657 -0.443 0.301 -0.864
C 2.482 -1.161 -2.129 -0.373 0.662 0.337
H 0.772 0.943 -2.869 -0.014 -0.459 -0.238
H 2.033 1.966 -2.268 -0.331 0.704 0.260
H 0.652 1.375 -1.188 0.146 0.598 0.002
H 2.833 1.264 0.185 0.100 0.136 -0.122
H 4.462 -0.347 1.089 0.292 0.167 -0.029
H 5.033 -2.370 -0.279 -0.096 0.041 0.185
H 3.587 -2.972 -2.193 0.225 -0.046 0.180
H 1.808 -1.349 -2.957 0.300 -0.495 -0.133

---

Record 5
53
Properties=species:S:1:pos:R:3:forces:R:3 method="wB97M-V/def2-TZVPD" largest_force_ha_per_bohr=0.18915 charge=-1 e_lumo_ha=0.0000 homo_ha=-0.171 homo_lumo_gap_ev=4.64
C 0.146 3.308 0.795 -0.378 0.637 -0.435
C -0.535 2.191 -0.138 0.042 0.448 -0.578
C 0.307 0.833 -0.304 -0.175 0.987 0.880
Al -0.789 -0.839 -0.725 0.316 -0.016 -0.372
C -1.641 -1.721 0.952 -1.003 -0.119 1.809
C -1.423 -0.890 2.283 2.256 -2.290 1.510
O -0.600 -1.328 3.146 -2.654 2.060 -2.768
O -2.117 0.333 2.546 0.968 -1.015 -1.034
C -2.148 -0.594 -2.274 -0.786 1.176 -0.156
C -3.021 0.683 -1.913 -1.326 1.655 0.001
C -2.937 2.023 -2.730 -2.632 -0.478 3.589
C -3.803 3.219 -2.246 0.220 -2.674 1.571
C -4.704 3.123 -1.000 0.722 -2.198 -0.481
C -5.592 4.349 -0.422 1.566 -0.686 0.562
C -4.807 1.790 -0.208 2.873 0.089 -3.454
C -3.953 0.599 -0.681 -0.244 3.039 -1.384
H 0.703 4.086 0.147 -0.620 -1.300 1.072
H -0.669 3.918 1.347 1.297 -0.992 -0.683
H 0.875 2.856 1.545 -0.971 0.590 -0.917
H -1.620 2.031 0.219 1.655 0.014 -0.470
H -0.643 2.637 -1.199 -0.017 -0.610 1.696
H 1.111 0.994 -1.103 -0.860 -0.215 1.212
H 0.820 0.638 0.720 -0.449 0.196 -1.574
H 0.263 -1.939 -1.273 0.115 -0.226 -0.042
H -2.759 -1.976 0.791 1.593 0.727 0.261
H -1.129 -2.742 1.124 -0.680 1.757 -0.125
H -1.496 1.094 2.481 -0.354 -0.920 0.125
H -1.511 -0.399 -3.207 -0.994 -0.183 1.136
H -2.774 -1.546 -2.453 0.765 1.564 0.326
H -2.253 2.103 -3.640 -1.137 -0.116 1.495
H -3.729 4.208 -2.818 -0.225 -1.561 0.981
H -5.515 5.290 -1.060 -0.334 -1.392 0.710
H -5.108 4.600 0.599 -0.826 -0.211 -1.548
H -6.660 4.029 -0.185 1.366 0.491 -0.672
H -5.458 1.699 0.721 0.958 0.198 -1.425
H -3.990 -0.382 -0.110 0.062 1.502 -0.838
C 2.945 -2.340 2.169 -0.286 0.297 0.482
O 3.306 -2.532 0.804 1.206 -3.391 0.873
P 4.970 -2.858 0.530 0.725 8.277 -5.057
O 5.384 -1.426 0.867 -0.062 -1.340 1.397
O 4.737 -3.014 -1.082 0.425 -1.056 1.086
C 3.572 -2.515 -1.725 -0.577 -0.083 -0.332
O 6.602 -3.346 0.283 -1.936 -2.627 1.149
C 7.202 -3.932 1.431 0.186 0.006 0.191
H 1.859 -2.268 2.235 0.024 -0.053 -0.148
H 3.282 -3.187 2.771 -0.165 0.092 0.127
H 3.382 -1.415 2.552 0.079 -0.105 -0.093
H 3.360 -1.487 -1.432 -0.063 -0.090 0.148
H 2.724 -3.163 -1.502 -0.096 0.314 -0.003
H 3.739 -2.537 -2.804 0.281 -0.118 0.147
H 6.662 -4.837 1.721 0.228 -0.088 0.107
H 7.201 -3.222 2.264 0.043 -0.030 0.013
H 8.233 -4.197 1.190 -0.125 0.066 -0.069